No. 1
{
  "formula": "C6H12N4",
  "method": "the ωB97M-V functional and the def2-TZVPD basis",
  "multiplicity": 1,
  "fmax_ev_per_a": 3.388,
  "total_energy_ev": -12372.9366,
  "e_above_lowest_kcal_mol": 82.87,
  "gap_ev": 8.30,
  "charge": 0,
  "species": ["C", "C", "C", "C", "C", "C", "N", "N", "N", "N", "H", "H", "H", "H", "H", "H", "H", "H", "H", "H", "H", "H"],
  "xyz": [[2.2984, 0.4203, -0.1361], [2.8003, 1.8144, -0.0026], [-1.5165, 0.5457, 1.0936], [-1.8003, -1.8409, 0.2182], [-1.3985, 0.0195, -1.4501], [-1.0726, -0.4535, -0.0412], [3.0711, -1.7962, 0.1565], [3.0044, -0.6637, 0.0294], [0.9505, 0.3459, -0.1686], [0.3783, -0.7528, 0.0610], [2.6026, 1.9871, 1.1371], [3.8348, 1.9966, -0.2675], [2.1035, 2.5185, -0.4833], [-1.2599, -0.1355, 1.9520], [-0.9725, 1.5224, 1.0572], [-2.5643, 0.6041, 1.3611], [-2.5269, -1.8949, 1.1644], [-2.4673, -2.0633, -0.5354], [-1.1239, -2.6650, 0.3197], [-0.9816, -0.6978, -2.1237], [-2.4305, 0.2320, -1.6208], [-0.9292, 0.9568, -1.7207]],
  "atomic_forces_ev_per_a": [[0.874, 1.511, -0.915], [-0.740, 0.379, 2.564], [1.549, -1.794, 0.806], [-0.730, 1.272, 3.055], [0.772, 0.572, 0.236], [-2.317, -1.017, 0.770], [0.424, 0.932, -0.151], [-0.951, -1.775, 0.328], [-0.476, -1.740, 0.561], [0.086, 1.925, -0.445], [0.927, 0.404, -1.764], [0.050, -0.021, 0.023], [0.461, -0.445, -0.158], [0.665, 1.367, -0.019], [-0.567, -0.947, 0.230], [-0.536, 0.427, -1.140], [1.816, 0.510, -1.628], [-1.295, -0.448, -2.013], [0.615, -0.274, 0.041], [-0.171, -0.629, -0.770], [-0.945, -0.510, 0.029], [0.489, 0.300, 0.359]]
}



No. 2
{
  "formula": "C50H47BrF3HfN8O4SeSi",
  "method": "the ωB97M-V functional and the def2-TZVPD basis",
  "multiplicity": 1,
  "fmax_ev_per_a": 0.813,
  "total_energy_ev": -225450.2961,
  "e_above_lowest_kcal_mol": 2.52,
  "gap_ev": 6.62,
  "charge": 1,
  "species": ["Hf", "Se", "N", "C", "C", "C", "C", "C", "N", "C", "C", "N", "C", "C", "C", "C", "C", "N", "H", "H", "H", "H", "H", "H", "O", "C", "C", "C", "C", "C", "C", "N", "H", "H", "H", "H", "H", "H", "H", "H", "H", "H", "H", "Br", "C", "C", "C", "C", "C", "C", "C", "O", "O", "H", "H", "H", "H", "F", "C", "F", "F", "C", "C", "C", "C", "C", "C", "C", "C", "H", "H", "H", "H", "C", "C", "C", "C", "C", "N", "C", "O", "N", "C", "C", "C", "C", "N", "C", "C", "C", "H", "H", "H", "H", "H", "H", "H", "H", "H", "H", "H", "H", "H", "C", "Si", "C", "C", "H", "H", "H", "H", "H", "H", "H", "H", "H"],
  "xyz": [[0.3510, -0.0914, 0.2124], [3.0307, 2.1762, 7.3927], [1.6011, 1.2495, 6.8562], [1.5697, 1.3258, 5.5546], [0.5117, 0.7215, 4.7375], [-0.5926, 0.0685, 5.2761], [-1.5651, -0.4055, 4.4213], [-1.4033, -0.2312, 3.0519], [-0.3463, 0.3821, 2.5248], [0.5964, 0.8426, 3.3566], [1.7136, 1.5506, 2.7209], [1.7030, 1.5662, 1.3835], [2.5862, 2.3258, 0.7478], [3.5582, 3.0597, 1.4202], [3.6204, 2.9840, 2.7958], [2.6691, 2.2224, 3.4709], [2.6223, 2.0880, 4.9307], [3.5004, 2.6277, 5.7299], [-0.6712, -0.0419, 6.3497], [-2.4457, -0.9083, 4.7943], [-2.1407, -0.5889, 2.3478], [2.5164, 2.3454, -0.3315], [4.2583, 3.6601, 0.8572], [4.3752, 3.5134, 3.3623], [-1.9941, -0.4690, 0.0835], [-2.9499, -0.2137, -0.6546], [-4.3085, 0.0384, -0.0909], [-4.9781, -1.3575, -0.0279], [-4.8914, -2.2291, -1.2949], [-3.4871, -2.7553, -1.6566], [-2.6188, -1.7672, -2.4461], [-2.8917, -0.3759, -2.0070], [-4.8740, 0.7073, -0.7433], [-4.2441, 0.4809, 0.9010], [-6.0262, -1.2086, 0.2328], [-4.5251, -1.9127, 0.7987], [-5.3329, -1.7008, -2.1477], [-5.5388, -3.0897, -1.1226], [-3.5781, -3.6738, -2.2380], [-2.9631, -3.0298, -0.7347], [-2.8429, -1.7951, -3.5120], [-1.5683, -1.9971, -2.3087], [-3.7356, -0.0306, -2.4433], [-0.0261, -4.8438, -1.9812], [-0.2697, -5.1290, -0.1185], [-0.5051, -6.4462, 0.2443], [-0.6607, -6.7855, 1.5791], [-0.5714, -5.8118, 2.5631], [-0.3302, -4.5013, 2.1969], [-0.1840, -4.1345, 0.8571], [0.0387, -2.6978, 0.5890], [0.3268, -1.9037, 1.5427], [-0.0798, -2.1846, -0.5562], [-0.5574, -7.2050, -0.5234], [-0.8446, -7.8178, 1.8450], [-0.6828, -6.0741, 3.6059], [-0.2444, -3.7264, 2.9462], [-1.4600, 9.0992, -2.2226], [-1.7384, 8.7088, -0.9662], [-1.0175, 9.4775, -0.1378], [-3.0357, 8.9947, -0.7503], [-1.4598, 7.2416, -0.7731], [-0.7348, 6.7886, 0.3173], [-0.5040, 5.4304, 0.4731], [-0.9977, 4.5198, -0.4598], [-1.7337, 4.9907, -1.5511], [-1.9642, 6.3442, -1.7058], [-0.7353, 3.1131, -0.3272], [-0.5256, 1.9183, -0.2183], [-0.3483, 7.4934, 1.0397], [0.0614, 5.0668, 1.3218], [-2.1192, 4.2842, -2.2742], [-2.5312, 6.7064, -2.5533], [6.3695, 0.7311, -4.5355], [5.1916, 0.0364, -5.1616], [4.5495, 0.5730, -6.2732], [3.4403, -0.0449, -6.8296], [2.9637, -1.2332, -6.2938], [1.8369, -1.8543, -6.8960], [0.8269, -2.5480, -6.2850], [0.1843, -3.4019, -6.8547], [0.5660, -2.2352, -4.9493], [0.6638, -1.0018, -4.3000], [0.6579, 0.2211, -4.9543], [0.7078, 1.3709, -4.1902], [0.6894, 1.2862, -2.8113], [0.6695, 0.1067, -2.1700], [0.7101, -1.0077, -2.9133], [3.6104, -1.8006, -5.2054], [4.7029, -1.1607, -4.6428], [6.9417, 1.2857, -5.2784], [7.0379, 0.0180, -4.0540], [6.0420, 1.4396, -3.7716], [4.9192, 1.4923, -6.7117], [2.9439, 0.3930, -7.6876], [1.8713, -2.0217, -7.8904], [0.1033, -2.9796, -4.4526], [0.6210, 0.2701, -6.0336], [0.7302, 2.3436, -4.6612], [0.6756, 2.1690, -2.1956], [0.7701, -1.9493, -2.3926], [3.2688, -2.7472, -4.8058], [5.2001, -1.6164, -3.7950], [4.0531, 0.1335, -1.2536], [2.9623, -0.8469, -0.0606], [3.8628, -0.8452, 1.6026], [3.0930, -2.6349, -0.6629], [4.9881, -0.4129, -1.4100], [4.3245, 1.1215, -0.8785], [3.5765, 0.2610, -2.2294], [4.7958, -1.4094, 1.5136], [3.2631, -1.3241, 2.3825], [4.1217, 0.1594, 1.9449], [4.1490, -2.9216, -0.6844], [2.6888, -2.7783, -1.6677], [2.5817, -3.3381, 0.0003]],
  "atomic_forces_ev_per_a": [[-0.744, 0.066, 0.320], [-0.053, -0.023, -0.125], [0.162, 0.095, -0.002], [-0.182, -0.093, -0.104], [0.137, 0.100, 0.228], [-0.032, -0.008, 0.058], [0.004, 0.022, -0.043], [0.021, 0.156, 0.078], [-0.125, -0.324, -0.067], [0.152, 0.157, -0.244], [-0.269, -0.062, 0.044], [0.115, -0.310, -0.261], [0.072, 0.145, 0.141], [-0.073, -0.027, -0.087], [0.011, 0.043, 0.054], [0.109, 0.043, 0.247], [0.025, 0.053, -0.230], [-0.084, -0.085, 0.139], [-0.011, 0.000, -0.005], [0.000, 0.006, 0.014], [0.017, -0.045, -0.009], [0.014, -0.020, -0.005], [0.002, 0.007, 0.005], [0.005, -0.004, -0.010], [0.217, -0.060, -0.071], [0.049, 0.008, 0.060], [-0.020, 0.073, -0.013], [0.025, -0.026, 0.017], [0.017, 0.008, -0.008], [-0.024, 0.015, 0.024], [-0.019, 0.050, 0.004], [-0.026, 0.017, 0.049], [-0.016, -0.029, 0.003], [-0.007, 0.027, -0.008], [-0.007, -0.007, -0.008], [0.007, 0.002, -0.003], [0.008, 0.004, -0.011], [0.001, -0.005, -0.002], [0.008, -0.006, -0.006], [-0.003, -0.006, -0.001], [-0.010, -0.021, 0.003], [0.027, -0.006, -0.010], [0.019, -0.022, -0.015], [-0.025, 0.024, 0.058], [0.001, -0.070, -0.067], [-0.006, -0.024, 0.019], [-0.001, 0.017, -0.009], [0.006, 0.017, -0.053], [-0.001, -0.038, 0.051], [0.008, 0.013, 0.022], [0.071, 0.273, -0.009], [0.018, -0.163, 0.038], [0.182, -0.101, -0.052], [-0.003, -0.005, 0.004], [0.001, -0.003, 0.002], [-0.001, 0.002, 0.006], [-0.002, 0.010, -0.015], [0.001, 0.002, -0.005], [0.017, -0.067, 0.021], [0.001, 0.001, 0.012], [-0.002, 0.001, 0.007], [-0.012, 0.064, -0.012], [0.004, -0.030, 0.001], [0.002, 0.041, 0.026], [0.031, -0.137, -0.120], [-0.019, 0.047, -0.007], [-0.003, -0.033, -0.015], [-0.256, 0.062, 0.130], [0.042, 0.520, 0.099], [0.003, 0.005, 0.004], [-0.003, 0.011, -0.014], [0.005, -0.003, 0.004], [0.003, 0.011, 0.000], [-0.003, -0.020, 0.008], [-0.021, -0.024, 0.006], [-0.004, 0.006, -0.002], [0.040, 0.022, 0.017], [-0.037, -0.014, -0.034], [-0.099, 0.134, -0.092], [0.022, -0.063, 0.038], [-0.030, -0.051, 0.026], [0.234, 0.080, 0.068], [-0.029, -0.205, -0.041], [0.024, 0.085, -0.088], [0.041, 0.045, 0.037], [0.122, -0.149, -0.112], [-0.199, -0.041, -0.014], [0.111, 0.172, -0.068], [0.039, -0.025, 0.059], [0.015, 0.027, -0.008], [-0.004, 0.003, -0.001], [-0.001, -0.008, -0.002], [-0.018, 0.002, 0.010], [0.003, 0.002, 0.002], [-0.005, -0.002, -0.001], [0.027, -0.044, 0.026], [-0.115, 0.025, -0.061], [-0.023, 0.001, 0.009], [-0.002, 0.002, 0.007], [-0.046, 0.051, 0.009], [-0.074, -0.028, 0.038], [-0.006, 0.009, 0.001], [0.003, 0.003, 0.010], [0.101, 0.057, -0.098], [0.055, -0.243, -0.030], [0.079, -0.044, 0.100], [0.087, -0.096, -0.045], [0.011, 0.017, -0.023], [0.032, 0.000, -0.009], [0.030, -0.010, -0.033], [0.011, 0.021, 0.042], [0.011, -0.006, -0.004], [0.012, 0.013, 0.005], [-0.018, -0.050, -0.030], [0.031, -0.010, -0.003], [0.015, 0.000, 0.013]]
}



No. 3
{
  "formula": "C10H16",
  "method": "the ωB97M-V functional and the def2-TZVPD basis",
  "multiplicity": 1,
  "fmax_ev_per_a": 3.459,
  "total_energy_ev": -10628.7291,
  "e_above_lowest_kcal_mol": 23.40,
  "gap_ev": 9.94,
  "charge": 0,
  "species": ["C", "C", "C", "C", "C", "C", "C", "C", "H", "H", "H", "H", "H", "H", "H", "H", "H", "H", "C", "C", "H", "H", "H", "H", "H", "H"],
  "xyz": [[0.5432, -0.1645, 3.2214], [-0.2491, 0.5927, 2.1485], [0.5393, 0.5865, 0.8716], [0.6860, -0.6483, 0.2490], [1.3689, -0.7931, -0.9374], [1.9354, 0.3284, -1.5172], [1.7841, 1.5963, -0.9489], [1.0818, 1.7118, 0.2413], [-0.0834, -0.2041, 4.1397], [1.5004, 0.1431, 3.6084], [0.6243, -1.2625, 3.1404], [-1.2887, 0.2835, 2.0196], [-0.3064, 1.6491, 2.4473], [0.3249, -1.5454, 0.7457], [1.5072, -1.7785, -1.3857], [2.2255, 0.1850, -2.5535], [2.3059, 2.4564, -1.3453], [1.0302, 2.6266, 0.8188], [-3.4372, -0.6235, -1.6060], [-2.5342, -1.8551, -1.9239], [-3.7002, -0.0962, -2.5417], [-4.3429, -0.9224, -1.0878], [-2.9233, 0.2252, -1.1317], [-1.4679, -1.7502, -1.6034], [-2.5142, -2.2225, -2.9376], [-2.9312, -2.6609, -1.3220]],
  "atomic_forces_ev_per_a": [[-2.081, -1.691, 2.184], [1.628, 1.328, 0.295], [-0.572, -0.594, -1.210], [0.202, -0.554, 0.378], [0.270, 0.025, 0.179], [-0.902, 0.206, -1.116], [0.357, -0.547, 0.338], [0.061, -0.458, 1.064], [0.146, 0.544, -0.189], [0.416, 0.833, -0.687], [0.115, 0.336, -1.047], [0.284, -0.467, 0.050], [-0.122, -0.181, 0.223], [-0.200, 0.144, -0.030], [-0.168, 0.317, 0.029], [0.814, 0.374, 0.195], [-0.231, 0.039, -0.282], [-0.036, 0.338, -0.387], [0.879, 0.684, -1.656], [0.520, 0.339, 1.386], [-0.384, -0.579, 0.145], [0.027, 0.226, 0.100], [0.013, -0.709, 0.644], [-0.850, 0.235, -0.251], [-0.266, 0.292, -0.469], [0.081, -0.481, 0.113]]
}



No. 4
{
  "formula": "C2H4N2OP2",
  "method": "the ωB97M-V functional and the def2-TZVPD basis",
  "multiplicity": 1,
  "fmax_ev_per_a": 4.813,
  "total_energy_ev": -25742.0416,
  "e_above_lowest_kcal_mol": 28.91,
  "gap_ev": 8.76,
  "charge": 0,
  "species": ["C", "C", "N", "N", "O", "P", "P", "H", "H", "H", "H"],
  "xyz": [[-1.7337, -0.7672, -0.2644], [-1.8540, 0.6004, 0.0578], [-0.6491, -1.3521, 0.1048], [-0.8334, 1.1916, 0.5959], [3.0799, -0.4613, 0.2533], [0.2479, -0.0335, 0.9277], [1.6275, 0.6974, -0.6199], [-2.5609, -1.4407, -0.7531], [-2.6168, 1.2632, -0.2463], [3.0948, -1.2777, -0.2360], [2.1979, 1.5799, 0.1803]],
  "atomic_forces_ev_per_a": [[-1.720, -3.441, -0.653], [0.264, 2.531, -0.381], [1.400, 1.467, 0.199], [-0.619, -0.358, -0.036], [-2.383, 2.339, -1.492], [0.432, -1.525, 0.447], [2.129, -4.301, 0.361], [1.407, 1.646, 0.890], [-1.385, 0.189, -0.307], [-0.007, -0.582, -0.457], [0.481, 2.035, 1.430]]
}